Record 1
119
Properties=species:S:1:pos:R:3 method="wB97M-V/def2-TZVPD" e_homo_ev=-9.72 e_above_lowest_ev=2.5155 total_charge=+1 gap_ev=3.839
C 0.5156 0.0764 -2.1128
C 0.3946 -0.1896 -0.5968
C 1.5296 -0.8316 -0.0388
C 1.5586 -0.8086 1.5002
C 1.9286 0.7394 1.8762
C 0.6866 1.5904 1.5152
N 0.2716 1.2404 0.0592
O -0.6184 2.0894 -0.4808
C 1.1366 3.0514 1.5942
C -0.3964 1.3444 2.3852
C -0.9844 -0.8606 -0.4508
H 0.7566 -0.9476 -2.5568
H 1.5736 0.4984 -2.3968
H -0.1874 0.6854 -2.6708
H 2.4976 -0.3496 -0.4428
H 1.3076 -1.9736 -0.3208
H 2.4666 -1.3516 1.7572
H 0.9076 -1.3246 1.9452
H 2.7506 1.1484 0.9502
H 2.0856 1.0024 3.0492
H 1.4456 3.2734 2.6222
H 0.3236 3.5494 1.3402
H 1.9276 3.2604 0.9142
H -0.7684 0.3144 2.2462
H -1.1034 1.8444 1.8902
H -0.3574 1.7244 3.2832
H -1.0014 -1.8736 -0.7668
H -1.8194 -0.5946 -0.9578
H -1.3074 -0.8436 0.7302
N 0.9006 -2.7286 4.5172
C 0.4576 -4.0036 4.0482
C -1.0284 -3.9046 4.1332
C -1.4084 -2.4736 4.6292
C -0.0064 -1.7646 4.7372
H 2.1176 -2.5616 4.6802
H 1.0756 -4.6956 3.7502
H -1.6074 -4.7186 3.7072
H -2.3104 -2.2396 4.7132
H 0.2066 -0.6606 4.9032
N 3.7456 -3.3596 4.8742
C 4.0816 -2.3676 4.1082
C 3.7936 -1.0886 4.9092
C 3.4116 -1.6216 6.2052
C 3.5346 -3.1006 6.1682
H 4.0216 -4.3876 4.7082
H 4.3516 -2.4176 3.1742
H 4.1496 -0.2196 4.4122
H 3.3736 -1.0866 7.1492
H 3.4036 -3.7056 7.0742
C 2.1916 2.7094 -5.2598
N 1.5186 2.3874 -6.5078
O 0.5186 1.5064 -6.5118
O 1.6836 3.0424 -7.4608
H 1.6686 2.2094 -4.3568
H 2.0366 3.7004 -4.9598
H 3.2306 2.4584 -5.2708
C -4.6194 -3.0546 3.3862
N -4.4044 -2.4596 2.0022
O -5.3224 -1.7606 1.5502
O -3.2824 -2.5176 1.4852
H -4.7834 -2.2766 4.0672
H -3.9034 -3.6556 3.5072
H -5.5704 -3.4616 3.4552
C 4.2996 3.9934 -1.8098
N 3.0846 3.1984 -1.6098
O 3.2136 2.1604 -0.9778
O 2.0416 3.4394 -2.3228
H 4.9746 3.8084 -0.7878
H 4.1576 5.1054 -1.8308
H 4.8006 3.6394 -2.5818
C -0.5154 5.2644 -2.7558
N -0.3874 4.3324 -3.9328
O -0.6594 3.1734 -3.8508
O -0.4724 4.8744 -4.9668
H 0.3326 5.2444 -2.1178
H -1.2224 4.7954 -2.0578
H -0.7434 6.1704 -3.3198
C 1.9166 -2.8116 -5.3768
N 2.2276 -1.4186 -5.8138
O 2.9116 -1.3016 -6.8008
O 2.0156 -0.6156 -4.9408
H 1.3136 -3.0946 -6.1328
H 1.4686 -3.0226 -4.3898
H 2.9726 -3.2136 -5.5798
C 1.6466 3.9774 6.9422
N 2.2846 2.7334 6.2832
O 3.3396 2.2464 6.6912
O 1.6446 2.3204 5.3682
H 0.5916 3.7424 7.0222
H 1.6796 4.8584 6.2722
H 2.1276 4.3584 7.7742
C -3.9654 4.8024 1.3542
N -2.8404 4.5424 0.3932
O -1.6774 4.8804 0.6922
O -3.1084 4.0294 -0.7838
H -3.9404 5.7514 1.4942
H -3.9434 4.2844 2.2762
H -4.9214 4.5264 1.0172
C -1.7864 -0.5306 -5.5368
N -2.8614 -1.3166 -5.3198
O -3.2884 -2.0016 -6.1508
O -3.4814 -1.0106 -4.2388
H -1.9194 0.3564 -5.2338
H -1.4024 -0.6206 -6.5878
H -0.8294 -0.9346 -4.9758
C -4.4444 -2.9026 -1.4748
N -5.7044 -3.4606 -0.9688
O -6.6704 -2.8596 -1.3168
O -5.6074 -4.5116 -0.3348
H -3.5934 -3.3946 -0.9078
H -4.3094 -1.8726 -1.4198
H -4.3474 -3.1156 -2.6348
C -2.1594 -5.1116 -3.3678
N -0.8664 -4.3946 -3.3018
O -0.9554 -3.1606 -3.1888
O 0.1836 -4.9356 -3.3378
H -2.5664 -5.1486 -2.4818
H -1.9364 -6.2126 -3.5058
H -2.8524 -4.8396 -4.1538


Record 2
97
Properties=species:S:1:pos:R:3 method="wB97M-V/def2-TZVPD" e_homo_ev=-11.92 e_above_lowest_ev=0.0000 total_charge=+1 gap_ev=10.225
N 0.3534 -0.0800 -0.3178
H -0.1743 0.5657 -0.8196
H -0.1853 -0.2249 0.4076
H 1.2955 0.3071 -0.0559
H 0.6108 -0.7908 -1.0935
O -1.4764 -1.2098 2.2806
C -2.4867 -1.3024 2.9679
O -3.0225 -0.3107 3.6631
C -2.3318 0.7631 3.9392
C -3.1614 1.6931 4.8097
C -3.4313 -2.5194 2.9143
H -1.8883 1.2868 3.0680
H -1.5008 0.5791 4.4008
H -3.1483 1.0077 5.7441
H -4.2162 1.5072 4.5245
H -2.8155 2.7182 4.9401
H -2.8625 -3.6121 3.2531
H -3.4233 -2.5159 1.8254
H -4.2853 -2.0392 3.4763
O 3.3492 -0.2735 0.6225
C 4.3767 -0.1975 -0.0902
O 5.4170 -1.0598 0.0640
C 5.1887 -2.1337 0.9526
C 6.4115 -2.9864 1.0742
C 4.5529 0.9261 -0.9813
H 4.3505 -2.8807 0.6355
H 4.8130 -1.6287 1.9695
H 6.7534 -3.3996 0.2592
H 6.4640 -3.7472 1.8066
H 7.1029 -2.3405 1.3217
H 4.2555 1.8624 -0.6497
H 4.1196 0.8010 -2.0157
H 5.6697 1.0527 -1.1723
O 1.3924 -2.9278 0.5185
C 0.6393 -3.5479 1.3421
O -0.3787 -4.3943 0.9382
C -0.8457 -4.1779 -0.4132
C -2.1022 -5.0002 -0.6433
C 1.0104 -3.9044 2.7449
H -0.2220 -4.6725 -1.1951
H -0.7851 -3.0839 -0.8899
H -1.8646 -5.9775 -0.1895
H -2.3354 -5.0649 -1.7077
H -2.9938 -4.5378 0.1318
H 0.5577 -3.2368 3.3950
H 2.1059 -3.8718 3.1119
H 0.8908 -4.8976 3.2024
C -0.7018 -4.0783 -4.3330
C -1.0253 -2.5908 -3.7272
O -0.0213 -1.9307 -3.1295
C -2.3777 -2.0556 -4.0064
H -1.1396 -4.7804 -3.5884
H 0.4432 -4.1124 -4.2391
H -1.0536 -4.0819 -5.4160
H -2.5160 -1.9105 -5.0612
H -2.5802 -1.1592 -3.5483
H -3.1548 -2.8137 -3.5236
C -4.9611 -0.8966 -0.2872
C -3.6207 -0.0302 -0.4137
O -2.4589 -0.6991 -0.6016
C -3.7213 1.4746 -0.3408
H -4.8644 -1.8722 -0.1099
H -5.2825 -0.7744 -1.4915
H -5.7571 -0.4792 0.2624
H -4.0487 1.9305 -1.1708
H -2.6627 1.6618 -0.1980
H -4.3640 1.7519 0.4213
C 0.0245 1.1658 -4.2332
C 1.2522 1.7428 -3.6034
O 1.8889 1.0522 -2.6529
C 1.6653 3.0841 -4.2062
H -0.5393 0.4420 -3.6740
H 0.3147 0.8870 -5.3576
H -0.6988 2.0321 -4.5148
H 2.1525 3.0419 -5.2408
H 2.3555 3.4251 -3.5044
H 1.0137 3.8608 -4.0721
C -0.9835 5.1505 0.0513
C 0.1369 4.5278 -0.7647
O 0.1129 3.2021 -0.9505
C 1.2071 5.4034 -1.3015
H -1.5027 4.3389 0.7129
H -1.4488 5.7160 -0.5617
H -0.4959 5.8559 0.6184
H 2.0265 4.9268 -1.9046
H 1.7915 5.8265 -0.5104
H 0.8216 6.1051 -1.9718
C 0.5365 3.7965 3.6282
C 1.1926 3.0515 2.5106
O 0.5054 2.2890 1.7257
C 2.6229 3.4291 2.1574
H 0.7522 4.8251 3.4301
H 1.1093 3.8226 4.4738
H -0.5604 3.4656 3.6308
H 2.7522 4.5259 2.3195
H 2.9410 3.0030 1.2821
H 3.1787 2.9288 2.9163